65
Properties=species:S:1:pos:R:3:forces:R:3:lowdin_charge:R:1 method="wB97M-V/def2-TZVPD" lumo_energy_ev=0.8 max_force_ev_per_a=0.9 smiles="Cc1ccccc1N1CCN([C@H]2CCCN(C(=O)CCN3CCCCO3)C2)CC1" orbital_gap_ev=8.322 e_homo_ev=-7.53 spin_multiplicity=1 e_tot_ev=-34489.775
O 1.67925 1.03553 2.12379 -0.2 0.1 0.3 0.0530
O -0.16114 1.78083 -0.09353 0.7 0.3 -0.6 -0.1321
N -1.54103 -2.24409 -0.73110 0.0 -0.2 -0.1 -0.1011
N 0.43406 3.08215 -0.25439 -0.3 0.1 0.1 -0.1366
N 3.09951 0.15862 0.61875 0.0 -0.4 -0.1 -0.0401
N 1.30361 -2.38266 -0.33649 0.0 -0.2 0.0 -0.1306
C -1.34442 1.91842 0.65558 -0.6 0.1 0.2 -0.1859
C 2.66938 2.57764 0.58574 -0.1 0.0 -0.1 -0.0687
C -0.60878 -1.47406 -1.52927 0.3 0.3 0.0 -0.1326
C -4.50077 -0.17896 -0.00804 0.0 0.0 0.1 -0.0665
C 2.91989 -1.16138 1.18665 -0.2 -0.4 0.2 -0.0885
C 4.71972 -1.06094 -0.76536 -0.2 0.0 -0.1 -0.1715
C 4.11946 0.29504 -0.40293 0.4 0.2 -0.2 -0.1588
C 3.61535 -2.06169 -1.08116 0.1 0.0 0.2 -0.1299
C -1.74894 4.06376 -0.53172 0.0 -0.2 -0.2 -0.1772
C -0.39002 3.82372 -1.19413 -0.2 0.0 0.0 -0.1820
C 0.42037 -3.07953 0.57742 -0.2 -0.1 -0.1 -0.1655
C -0.88885 -3.39937 -0.15900 0.1 -0.2 0.2 -0.1461
C -3.62102 -0.96136 2.06501 -0.1 0.0 0.1 -0.0923
C -2.52762 -1.56209 -0.01215 -0.3 0.1 0.1 -0.2043
C 2.67512 -2.25614 0.12550 0.2 0.2 0.0 -0.2802
C 1.80870 2.87784 -0.65048 0.0 -0.3 0.2 -0.1615
C -2.62054 -1.62419 1.37975 0.1 -0.1 0.0 -0.0313
C -2.37455 2.72722 -0.13405 0.4 0.0 0.1 -0.1685
C -3.51808 -0.85235 -0.71630 0.0 0.0 -0.1 -0.2166
C 2.42536 1.19788 1.17659 0.2 0.3 0.0 -0.4631
C -3.57767 -0.85444 -2.21676 0.0 0.0 0.1 -0.0454
C -4.55654 -0.21415 1.37406 -0.1 0.1 0.1 -0.0995
C 0.66403 -1.14398 -0.74424 -0.2 -0.1 -0.3 -0.1517
H -5.33316 0.31832 1.90212 -0.1 0.0 0.0 0.0984
H 0.21178 -2.48061 1.48024 0.0 0.0 0.0 0.1155
H 4.92149 0.95949 -0.05266 -0.1 0.0 -0.1 0.1223
H -0.51992 3.27903 -2.14419 0.1 0.0 0.0 0.1287
H -3.11053 -1.75218 -2.61322 0.0 0.0 -0.1 0.0789
H 2.91594 -3.21083 0.60813 0.0 0.1 0.0 0.1418
H -3.07231 0.01403 -2.64125 0.1 0.0 -0.1 0.0740
H -0.34024 -2.06832 -2.41120 0.0 0.1 0.0 0.1298
H -1.07014 -0.54121 -1.84366 0.0 0.0 -0.1 0.1079
H 2.06848 -1.09694 1.86685 0.2 -0.1 0.0 0.1176
H -0.64126 -4.06631 -0.99448 0.0 0.0 0.1 0.1251
H 3.80146 -1.42908 1.78211 -0.1 0.0 0.0 0.1324
H 0.10285 4.77686 -1.39855 0.0 -0.1 0.0 0.1205
H 5.36943 -0.93212 -1.63289 0.1 0.0 0.1 0.1152
H -5.25454 0.36859 -0.55730 -0.1 0.0 -0.1 0.1122
H 2.39292 3.29815 1.35682 0.1 -0.1 0.0 0.1264
H -1.58388 -3.91894 0.50217 0.0 0.0 0.0 0.1227
H 3.03519 -1.70231 -1.93128 0.0 0.0 -0.1 0.1086
H -4.61552 -0.82096 -2.54343 0.0 0.0 0.0 0.0790
H 4.05018 -3.01879 -1.36927 -0.1 0.0 -0.1 0.1124
H -1.69312 0.90178 0.84184 0.0 0.0 0.0 0.1039
H 3.68389 0.74035 -1.30488 0.1 0.0 0.0 0.1160
H -2.40283 4.61071 -1.21289 0.0 0.1 0.0 0.1084
H 0.39786 -0.51036 0.11389 0.1 0.0 0.0 0.1153
H -3.65874 -1.02112 3.14291 0.0 0.0 0.1 0.1021
H -1.11919 2.40635 1.61116 0.0 -0.1 0.0 0.1340
H -1.89472 -2.18923 1.94321 0.1 0.0 0.0 0.0982
H 1.88930 2.07160 -1.39500 0.0 0.1 -0.1 0.1181
H 1.33523 -0.57645 -1.38841 0.0 0.1 0.0 0.1149
H 0.89102 -4.01700 0.88610 0.0 0.0 0.0 0.1236
H -1.59206 4.66849 0.36310 0.0 0.1 0.0 0.1140
H 5.33474 -1.43179 0.05581 0.1 0.0 0.0 0.1133
H 3.72160 2.71086 0.33570 0.0 0.0 0.0 0.1031
H 2.16235 3.80715 -1.10478 -0.1 -0.1 0.0 0.1256
H -2.65190 2.16769 -1.02989 -0.1 -0.1 0.0 0.1033
H -3.26980 2.87684 0.46830 -0.1 0.0 0.0 0.1119